(1)
ORCA calculation (ωB97M-V with the def2-TZVPD basis set) on one molecule with the formula C5H8O2.

XYZ file:
```
15
Properties=species:S:1:pos:R:3:nbo_charge:R:1
O -1.32593 -2.17135 -0.31412 -0.5086
C -1.05277 -1.01250 -0.15562 0.6199
C -1.70058 0.30134 -0.59572 -0.5303
C -0.48103 1.04483 0.00807 -0.4051
C 0.14114 -0.29785 0.48486 -0.3649
C 1.48663 -0.66353 -0.13423 -0.0502
O 2.49502 0.26161 0.20892 -0.7048
H -1.83399 0.38969 -1.67860 0.2359
H -2.66142 0.49758 -0.10969 0.2387
H -0.72057 1.74862 0.80807 0.2191
H 0.12125 1.56904 -0.74308 0.1969
H 0.18605 -0.40728 1.57450 0.2364
H 1.81829 -1.63664 0.23690 0.1977
H 1.37687 -0.75024 -1.22827 0.1575
H 2.22744 1.12288 -0.13683 0.4616
```

Properties
* SMILES: O=C1CC[C@@H]1CO



(2)
ORCA calculation (ωB97M-V with the def2-TZVPD basis set) on one molecule with the formula C5H8O2.

XYZ file:
```
15
Properties=species:S:1:pos:R:3:nbo_charge:R:1
C -1.18568 0.77681 1.19416 -0.6189
C -0.12402 -0.16329 0.65826 -0.2505
C 1.07582 0.37383 -0.20134 0.0838
O 0.83852 1.52501 -0.95613 -0.7057
C 0.94972 -0.91639 -1.03695 0.0222
O -0.27506 -0.71329 -1.73890 -0.5070
C -0.32858 -1.24581 -0.40449 0.0482
H -2.05702 0.22282 1.56192 0.2121
H -1.51749 1.50831 0.45302 0.2204
H -0.76845 1.33032 2.04382 0.2151
H 0.32129 -0.71417 1.49761 0.2061
H 1.99822 0.52984 0.35953 0.1865
H 0.20274 1.24160 -1.63603 0.4821
H 1.70661 -1.55436 -1.47939 0.2029
H -0.83664 -2.20124 -0.31510 0.2026
```

Properties
* SMILES: C[C@@H]1[C@H](O)[C@@H]2O[C@H]12



(3)
ORCA calculation (ωB97M-V with the def2-TZVPD basis set) on a 2-piece molecular cluster, C5H8O2 overall.

XYZ file:
```
15
Properties=species:S:1:pos:R:3:nbo_charge:R:1
C -1.09893 1.38664 -0.01487 -0.3394
C -0.19842 0.50822 0.38848 -0.0445
C 0.05114 -0.42344 1.54817 -0.1026
O 1.43588 -0.59420 1.13552 -0.5434
C 1.17108 0.10036 -0.10811 -0.1066
C 0.68777 -0.78756 -1.21991 0.2985
O 0.63512 -2.03385 -0.85278 -0.6311
H -2.08927 1.45038 0.42162 0.2116
H -0.86656 2.09600 -0.80339 0.2195
H -1.36539 0.63423 -2.22177 -0.0853
H -0.46982 -1.38851 1.57211 0.1909
H -0.02527 0.07998 2.51261 0.1997
H 1.91553 0.85570 -0.38630 0.2259
H -0.77700 0.16247 -2.18732 0.0348
H 1.14826 -2.16652 -0.01976 0.4719
```



(4)
ORCA calculation (ωB97M-V with the def2-TZVPD basis set) on C5H8O2 as an isolated structure in a non-equilibrium geometry.

XYZ file:
```
15
Properties=species:S:1:pos:R:3:nbo_charge:R:1
O 1.94449 -0.99170 -0.40374 -0.7159
C 1.03057 -0.33509 0.44295 0.0764
C 0.62726 1.04941 -0.03700 -0.4723
C -0.73524 0.67461 -0.63581 0.0862
C -1.49416 -0.01891 0.51790 -0.4345
C -0.40274 -1.03012 0.16992 0.0335
O -0.52107 -0.66111 -1.22439 -0.5333
H 1.46929 -1.04745 -1.25016 0.4784
H 1.48806 -0.39767 1.44420 0.1875
H 0.51558 1.75339 0.79027 0.2159
H 1.33393 1.43031 -0.77027 0.2258
H -1.19948 1.37851 -1.32236 0.2012
H -1.45100 0.38164 1.53117 0.2034
H -2.53857 -0.20809 0.22641 0.2289
H -0.06692 -1.97773 0.52090 0.2189
```



(5)
ORCA calculation (ωB97M-V with the def2-TZVPD basis set) on C5H8O2 as an isolated structure in a non-equilibrium geometry.

XYZ file:
```
15
Properties=species:S:1:pos:R:3:nbo_charge:R:1
C -1.69456 0.14576 -0.56754 0.4597
C -0.58874 0.05729 0.42650 -0.4764
C 0.43997 1.03625 0.24883 -0.3953
C 1.38534 0.11516 -0.74105 -0.0350
C 0.02206 -1.31131 0.38605 -0.0506
H -1.41214 0.98246 -1.28447 0.1013
H -1.09797 0.23871 1.46940 0.2624
H 1.15259 1.31806 1.42810 0.2083
H 0.23164 2.02742 -0.20628 0.2321
H 2.69876 0.21638 -0.27537 0.1542
H 1.16932 0.46497 -1.66868 0.1708
H -1.02481 -2.10723 0.28601 0.2350
H 0.56951 -1.66682 1.60056 0.1750
O -2.81294 -0.33376 -0.41243 -0.4997
O 0.96197 -1.18332 -0.68962 -0.5417
```



(6)
ORCA calculation (ωB97M-V with the def2-TZVPD basis set) on a 2-piece molecular cluster, C5H8O2 overall.

XYZ file:
```
15
Properties=species:S:1:pos:R:3:nbo_charge:R:1
C 0.11474 0.70670 1.16290 -0.4460
C -0.83865 0.50826 0.22459 0.3468
C -1.59588 -0.77410 0.07225 -0.6660
O -1.26147 1.48821 -0.60721 -0.7028
H 0.61211 1.66197 1.28796 0.2294
H 0.40249 -0.08019 1.85048 0.2213
H -2.56518 -0.64114 0.55807 0.2341
H -1.76945 -0.99063 -0.98482 0.2356
H -1.08189 -1.62332 0.53132 0.2193
H -0.49079 1.86931 -1.07374 0.5072
C 1.78068 -0.84754 -0.25358 -0.7169
C 1.26706 0.28931 -0.69818 0.6483
O 1.20756 1.26471 -1.38237 -0.5882
H 2.73559 -1.11110 -0.67858 0.2460
H 1.28954 -1.50472 0.44462 0.2317
```

Properties
* SMILES: C=C(C)O.C=C=O



What did we get for relative energy (zero: lowest compared OMol25 entry of this formula, charge and spin)? Answer: 1.211 2.432 6.074 2.382 5.470 2.449 eV, in the order shown.
What did we get for E_HOMO? Answer: -9.60 -9.78 -8.44 -9.53 -10.01 -8.84 eV, in the order shown.